[1]
Molecular formula: C40H47FNO9P2S2TeTl
Method: DFT, ωB97M-V with the def2-TZVPD basis set

Geometry as ORCA input:
```
! wB97M-V def2-TZVPD RIJCOSX def2/J DEFGRID3
* xyz -2 1
Tl -0.8599 -0.1889 0.5044
O -3.5424 2.0487 2.5082
P -2.4442 3.0328 1.8488
O -2.2263 4.2242 2.7110
O -1.1919 2.2134 1.5556
O -3.1405 3.4742 0.4545
P -3.7517 2.3788 -0.6320
O -5.3375 2.7755 -0.5398
O -3.2464 2.7576 -1.9700
O -3.6368 1.0172 -0.0278
H -3.7410 1.4126 1.7722
H -5.4304 3.5649 -1.0871
O 2.3963 2.3030 0.2533
S 1.9707 3.6819 0.6570
C 1.4407 4.4269 -0.9254
C 0.0904 3.8653 -1.4150
C 0.0906 3.6956 -2.9313
C 0.8700 2.4494 -3.3499
S -0.2520 0.9892 -3.5508
O -0.6260 0.4478 -2.2158
C 1.0584 -0.1179 -4.1360
C 1.6829 0.0476 -5.3639
C 2.6379 -0.8712 -5.7725
C 2.9340 -1.9719 -4.9772
C 2.2679 -2.1562 -3.7721
C 1.3390 -1.2201 -3.3439
C 3.5130 4.6330 0.7337
C 3.4489 5.8941 1.3224
C 4.6085 6.6245 1.5241
C 5.8403 6.0861 1.1672
C 5.9004 4.8202 0.5984
C 4.7386 4.0907 0.3867
H 2.2609 4.1699 -1.6014
H 1.4055 5.5082 -0.7779
H -0.7172 4.5128 -1.0956
H -0.1068 2.8943 -0.9592
H 0.5222 4.5893 -3.3954
H -0.9427 3.6028 -3.2714
H 1.6071 2.1741 -2.5918
H 1.3546 2.5615 -4.3220
H 1.4310 0.8961 -5.9916
H 3.1466 -0.7438 -6.7208
H 3.6848 -2.6852 -5.2948
H 2.4571 -3.0382 -3.1720
H 0.7885 -1.3414 -2.4171
H 2.4803 6.2815 1.6245
H 4.5593 7.6129 1.9649
H 6.7500 6.6450 1.3485
H 6.8605 4.4016 0.3227
H 4.7688 3.0904 -0.0316
C 5.1792 -1.1622 -1.7694
Te 3.8725 0.4062 -1.0170
C 3.1477 -1.2161 0.1805
C 4.2904 -2.1783 0.3178
C 4.3686 -3.0747 1.3780
C 5.4688 -3.9097 1.5114
C 6.4851 -3.8743 0.5665
C 6.3940 -3.0041 -0.5118
C 5.3051 -2.1485 -0.6411
H 6.1525 -0.7821 -2.0796
H 4.7141 -1.6333 -2.6372
H 2.3046 -1.6835 -0.3307
H 2.7814 -0.8657 1.1442
H 3.5696 -3.0943 2.1103
H 5.5374 -4.5825 2.3575
H 7.3524 -4.5155 0.6725
H 7.1851 -2.9739 -1.2537
C -1.3846 0.9487 4.7291
N 0.0123 1.4650 4.7969
C 0.0192 2.9480 4.7711
C 0.8995 0.8815 3.7037
C 0.9354 -0.6175 3.7882
C 1.8031 -1.2054 4.7158
C 1.7869 -2.5802 4.8893
C 0.8931 -3.3398 4.1391
C 0.0556 -2.7311 3.2117
C 0.0304 -1.3401 2.9797
H -1.8973 1.1685 5.6649
H -1.3593 -0.1176 4.5262
H -1.8994 1.4282 3.9049
H 0.4151 1.1335 5.6714
H -0.6051 3.3010 3.9471
H 1.0373 3.3076 4.6269
H -0.3894 3.3336 5.7046
H 1.8857 1.3347 3.8378
H 0.4717 1.1968 2.7573
H 2.4997 -0.5946 5.2923
H 2.4623 -3.0542 5.5934
H 0.8649 -4.4169 4.2748
H -0.6111 -3.3671 2.6333
F -2.2195 -8.1333 1.8075
C -1.7600 -6.9595 1.2170
C -0.3988 -6.7307 1.1213
C 0.0624 -5.5824 0.5068
C -0.8246 -4.6100 -0.0739
C -0.3623 -3.4952 -0.7612
C -2.2235 -4.8943 0.1008
C -2.6720 -6.0386 0.7296
H 0.2916 -7.4626 1.5281
H 1.1299 -5.3936 0.4541
H 0.7069 -3.3424 -0.8793
H -1.0403 -2.7794 -1.2092
H -2.9389 -4.1745 -0.2813
H -3.7337 -6.2256 0.8519
*
```

Summary:
* total energy: -117117.5241 eV
* E_LUMO: 3.23 eV
* energy relative to the best compared isomer or geometry (same formula, charge and spin): 40.5 kcal/mol
* frontier orbital gap: 3.09 eV

[2]
Molecular formula: C40H47MoN6O3PTe
Method: DFT, ωB97M-V with the def2-TZVPD basis set

Geometry as ORCA input:
```
! wB97M-V def2-TZVPD RIJCOSX def2/J DEFGRID3
* xyz 1 2
Mo 0.0710 -0.6376 0.1649
O -0.2944 -0.1504 2.0325
C -1.1198 -0.4596 3.0202
C -0.9458 0.1298 4.2749
C -1.8009 -0.1793 5.3075
C -2.8592 -1.0839 5.1311
C -3.0355 -1.6707 3.9049
C -2.1734 -1.3729 2.8323
C -2.3966 -2.0029 1.5721
N -1.6979 -1.8268 0.4878
N -2.1819 -2.5473 -0.6098
C -1.4643 -2.3017 -1.6510
O -0.4506 -1.4400 -1.6043
C -1.6942 -3.0240 -2.9116
C -2.6556 -4.0319 -2.9793
C -2.8614 -4.7069 -4.1680
C -2.1146 -4.3813 -5.2948
C -1.1583 -3.3785 -5.2293
C -0.9481 -2.6983 -4.0409
H -0.1277 0.8259 4.4013
H -1.6541 0.2830 6.2745
H -3.5214 -1.3111 5.9535
H -3.8420 -2.3740 3.7372
H -3.2389 -2.6843 1.4766
H -3.2275 -4.2801 -2.0965
H -3.6050 -5.4905 -4.2184
H -2.2778 -4.9123 -6.2229
H -0.5749 -3.1266 -6.1045
H -0.2002 -1.9192 -3.9791
C -2.5334 3.7655 -0.9843
N -1.2031 4.0519 -0.4354
C -0.3059 4.4356 -1.5240
N -0.2449 3.4514 -2.6065
C -1.5993 3.1883 -3.0956
N -2.5220 2.7560 -2.0503
C -2.2112 1.4145 -1.5510
P -0.5321 1.4745 -0.8079
C -0.6884 2.9156 0.3218
C 0.4122 2.2228 -2.1937
H -2.9347 4.6886 -1.4039
H -3.1954 3.4397 -0.1805
H 0.6967 4.5976 -1.1274
H -0.6720 5.3721 -1.9460
H -1.5598 2.4322 -3.8810
H -1.9915 4.1123 -3.5220
H -2.2283 0.6871 -2.3653
H -2.9472 1.1109 -0.8038
H 0.2921 3.1371 0.7521
H -1.3738 2.6672 1.1352
H 0.4467 1.5175 -3.0268
H 1.4305 2.4069 -1.8599
C 3.2998 -2.5320 -0.3261
C 3.1186 -1.0437 -0.2776
O 3.9695 -0.2155 -0.4452
N 1.7998 -0.5960 -0.0366
Te 3.2157 3.0127 0.9201
C 4.1641 4.9243 0.9768
C 4.5402 5.5603 -0.2126
C 4.3352 4.9889 -1.5924
C 5.1618 6.8067 -0.1359
C 5.4193 7.4292 1.0707
C 6.0861 8.7752 1.1309
C 5.0255 6.7834 2.2370
C 4.3917 5.5495 2.2181
C 3.9917 4.9342 3.5281
C 4.5798 1.9059 2.1034
C 5.9107 1.7724 1.6852
C 6.4309 2.3852 0.4185
C 6.7879 1.0346 2.4759
C 6.3829 0.4127 3.6443
C 7.3519 -0.3702 4.4865
C 5.0512 0.5304 4.0189
C 4.1371 1.2619 3.2707
C 2.7076 1.3146 3.7370
H 4.3537 -2.7790 -0.3974
H 2.7693 -2.9168 -1.1994
H 2.8672 -2.9851 0.5678
H 3.6847 4.1206 -1.5987
H 5.2941 4.6920 -2.0227
H 3.9080 5.7469 -2.2508
H 5.4523 7.2974 -1.0590
H 6.4928 9.0594 0.1617
H 6.9002 8.7737 1.8562
H 5.3757 9.5449 1.4379
H 5.2157 7.2579 3.1937
H 4.2543 5.5947 4.3535
H 4.4917 3.9775 3.6845
H 2.9156 4.7545 3.5608
H 5.7632 2.1663 -0.4151
H 7.4212 1.9975 0.1838
H 6.5025 3.4702 0.5127
H 7.8199 0.9387 2.1571
H 8.3251 -0.4431 4.0040
H 6.9849 -1.3811 4.6696
H 7.4920 0.1068 5.4582
H 4.7130 0.0383 4.9251
H 2.6083 0.8005 4.6935
H 2.0413 0.8272 3.0216
H 2.3639 2.3399 3.8608
*
```

Summary:
* total energy: -75759.1463 eV
* E_LUMO (spin up / spin down): -4.06 / -4.35 eV
* energy relative to the best compared isomer or geometry (same formula, charge and spin): 0.0 kcal/mol
* frontier orbital gap (spin up / spin down): 5.46 / 5.18 eV